1.
Entry from OMol25: a structure of composition C6H9N2S at a distorted geometry (wB97M-V/def2-TZVPD).

Results
**F_max**: 0.0631 Eh/bohr
**Calculated total energy**: -20174.43130 eV
**Relative energy (zero: lowest compared OMol25 entry of this formula, charge and spin)**: 168.87 kJ/mol
**Charge**: +1
**Orbital gap (alpha / beta)**: 8.125 / 8.126 eV

Element x y z (Å)
C  -0.01210  -0.47447  -2.16244
C  0.11427  -0.40160  -0.81791
C  1.38590  0.32349  -0.48054
C  1.66972  0.63027  0.95580
C  -0.68726  -0.83845  0.31900
C  -2.11712  -0.63399  0.14021
N  1.98130  0.88430  -1.48807
N  0.33584  0.83431  1.61965
S  1.22881  0.46322  -2.91284
H  -0.73322  -1.02426  -2.69211
H  2.07740  -0.25719  1.40989
H  2.23301  1.54715  1.21395
H  -0.25720  -1.44277  1.08550
H  -2.35383  -1.60932  -0.43553
H  -2.20369  0.15139  -0.55978
H  -2.78764  -0.79945  0.94265
H  0.16698  0.93532  2.65528
H  -0.04118  1.71206  1.20730

***

2.
Entry from OMol25: a cluster of 6 separate species, H12O6 in total at a distorted geometry (wB97M-V/def2-TZVPD).

Results
**F_max**: 0.0498 Eh/bohr
**Calculated total energy**: -12479.14836 eV
**Relative energy (zero: lowest compared OMol25 entry of this formula, charge and spin)**: 89.62 kJ/mol
**Charge**: -1
**2S+1**: 2
**Orbital gap (alpha / beta)**: 2.841 / 10.965 eV

Element x y z (Å)
O  2.07678  -0.94732  0.34688
H  1.69784  -1.24329  -0.46580
H  2.51134  -0.10393  0.11795
O  -0.01832  -0.40689  2.21464
H  0.93518  -0.45689  1.99344
H  -0.25941  0.46582  1.80814
O  -0.35104  1.90891  0.90512
H  -0.07105  2.69809  1.33405
H  -0.16704  1.90976  -0.03350
O  -1.71950  -1.37746  0.43270
H  -0.88210  -1.23923  1.00186
H  -2.02178  -2.23908  0.83689
O  0.14471  1.57207  -1.84225
H  -0.53978  2.20576  -1.54358
H  0.06842  0.55154  -1.79454
O  -0.06805  -1.20161  -1.74511
H  -0.53504  -0.76847  -2.49888
H  -0.80117  -1.32779  -1.06800

***

3.
Entry from OMol25: the molecule C23H31N5O6 (wB97M-V/def2-TZVPD).

Results
**F_max**: 0.0188 Eh/bohr
**Calculated total energy**: -44093.37038 eV
**Relative energy (zero: lowest compared OMol25 entry of this formula, charge and spin)**: 9.21 kJ/mol
**Orbital gap**: 8.770 eV
**SMILES**: CC(C)(C)OC(=O)CNC(=O)c1[nH]cnc1C(=O)Nc1ccc(CNC(=O)OC(C)(C)C)cc1

Element x y z (Å)
C  3.75433  -6.46772  -2.53471
C  3.44566  -7.11543  -1.18655
C  3.08832  -8.59064  -1.36679
C  4.60873  -6.95420  -0.20914
O  2.24005  -6.53045  -0.62400
C  2.14149  -5.23094  -0.42037
O  3.00394  -4.40490  -0.55907
C  0.73181  -4.88376  0.08235
N  0.24511  -3.72683  -0.62688
C  0.36943  -3.67163  -1.95753
O  0.80479  -4.58083  -2.65289
C  -0.07504  -2.41343  -2.59399
N  0.05389  -2.31239  -3.94808
C  -0.39960  -1.09903  -4.31675
N  -0.81505  -0.41113  -3.29075
C  -0.62432  -1.20451  -2.19184
C  -0.99751  -0.70487  -0.85879
O  -0.85339  -1.35335  0.17190
N  -1.51449  0.54212  -0.93386
C  -2.00379  1.36957  0.07388
C  -2.53609  2.60295  -0.29963
C  -3.04126  3.46288  0.65436
C  -3.02819  3.11624  1.99904
C  -3.52481  4.07651  3.05116
N  -2.43562  4.59472  3.85840
C  -1.47427  5.43075  3.38234
O  -0.47689  5.68975  4.01382
O  -1.81599  5.92722  2.18517
C  -0.93090  6.83681  1.49260
C  -0.73825  8.11701  2.30478
C  0.40749  6.15443  1.21143
C  -1.65905  7.13904  0.18156
C  -2.49305  1.88743  2.36529
C  -1.98574  1.01631  1.42059
H  4.50740  -7.04907  -3.05962
H  2.84745  -6.42397  -3.13349
H  4.11914  -5.45421  -2.39475
H  2.25334  -8.68629  -2.05534
H  2.80151  -9.02422  -0.41228
H  3.94064  -9.13517  -1.76223
H  5.49280  -7.44140  -0.61099
H  4.36057  -7.40660  0.74882
H  4.82669  -5.90092  -0.05502
H  0.78058  -4.65080  1.14626
H  0.08307  -5.75060  -0.08087
H  -0.10648  -2.90811  -0.12272
H  0.44078  -3.05908  -4.50781
H  -0.41542  -0.74881  -5.32937
H  -1.55331  0.90600  -1.88214
H  -2.54989  2.88083  -1.34426
H  -3.44950  4.41653  0.35648
H  -4.02540  4.92272  2.57526
H  -4.22697  3.58052  3.72549
H  -2.15986  4.07231  4.67510
H  -0.12868  8.81952  1.74337
H  -0.24339  7.89042  3.24491
H  -1.70255  8.57462  2.51598
H  0.24200  5.21401  0.68889
H  1.02666  6.79969  0.59461
H  0.92619  5.95063  2.14392
H  -1.78162  6.22588  -0.39483
H  -1.08725  7.85315  -0.40344
H  -2.64115  7.55653  0.38844
H  -2.47296  1.60260  3.40737
H  -1.57614  0.06560  1.71718

***

4.
Entry from OMol25: the molecule C27H42N4O5 at a distorted geometry (wB97M-V/def2-TZVPD).

Results
**F_max**: 0.3887 Eh/bohr
**Calculated total energy**: -44854.39203 eV
**Relative energy (zero: lowest compared OMol25 entry of this formula, charge and spin)**: 2722.38 kJ/mol
**Orbital gap**: 8.827 eV
**SMILES**: CCc1ccc(NC(=O)[C@H](C)NC(=O)C2CCN(C(=O)[C@@H](NC(=O)OC(C)(C)C)C(C)C)CC2)cc1

Element x y z (Å)
C  1.37007  2.76661  -2.31827
C  0.57615  2.01649  -3.71419
C  -0.50917  1.39233  -3.09275
C  -0.29764  0.24070  -2.59494
C  -1.36565  -0.80898  -2.00545
C  -2.62340  -0.24272  -1.99389
N  -3.71753  -0.90444  -1.30352
C  -4.91440  -0.63042  -1.04500
O  -5.42150  0.67387  -1.30185
C  -5.63770  -1.43323  -0.14196
C  -6.94535  -1.16121  0.08326
N  -4.85556  -1.21200  1.22462
C  -3.73553  -1.93505  1.60868
O  -3.14405  -2.56547  0.83221
C  -2.91053  -1.39508  2.72879
C  -1.48613  -1.83728  3.05157
C  -0.56471  -1.84028  1.94981
N  -0.57597  -0.15879  1.78534
C  0.58524  0.63161  1.43818
O  0.57975  1.73169  1.55892
C  2.05244  0.03948  1.70642
N  2.79030  0.56811  0.69394
C  3.39834  -0.32933  -0.17517
O  3.42091  -1.57917  -0.33524
O  3.91476  0.55343  -1.14989
C  4.69247  -0.00372  -2.43385
C  5.90249  -0.79197  -1.84908
C  5.19153  1.22440  -3.03827
C  3.87195  -0.82868  -3.22619
C  2.61784  -0.01891  3.20253
C  3.06746  1.62511  3.46662
C  1.61457  -0.35982  4.16812
C  -1.78602  0.53383  1.65863
C  -2.91895  0.46602  2.75945
C  -2.94585  1.11076  -2.55499
C  -1.74074  1.82039  -2.82720
H  1.76025  1.86451  -1.78369
H  0.64515  3.16467  -1.55249
H  2.14064  3.34431  -2.73606
H  1.35007  1.45531  -4.08399
H  0.22807  2.90613  -4.11261
H  0.55138  -0.49235  -2.46407
H  -1.32816  -1.68729  -1.73450
H  -3.34149  -2.02926  -0.83789
H  -5.29325  -2.55483  -0.34743
H  -7.53999  -1.49680  1.13731
H  -7.62298  -1.44594  -0.59826
H  -7.31499  -0.12549  0.38088
H  -5.28131  -0.48178  2.00493
H  -3.63765  -1.47647  3.53364
H  -1.69631  -3.03724  3.02763
H  -1.14523  -1.54223  3.99526
H  0.29659  -1.97582  1.94327
H  -1.04978  -1.90954  0.82469
H  1.79034  -1.10545  1.38264
H  2.63040  1.54260  0.48393
H  6.48072  -1.16169  -2.40579
H  5.52804  -1.85064  -1.25124
H  6.46666  0.06048  -1.04828
H  5.87785  0.98576  -3.81406
H  4.20547  1.95435  -3.44870
H  5.90384  2.08193  -2.34045
H  4.36746  -1.18157  -4.17230
H  3.54248  -1.79780  -2.58045
H  2.77599  -0.31950  -3.57452
H  3.63052  -0.39761  3.14081
H  3.28261  1.62708  4.47014
H  2.03499  2.12359  3.31697
H  3.54006  1.79701  2.79771
H  1.36743  -1.40899  4.02665
H  2.13140  -0.18130  5.33589
H  0.78074  0.02565  4.16079
H  -1.61490  1.53888  1.51908
H  -2.06502  0.36120  0.56500
H  -3.73957  0.66489  2.44404
H  -2.38007  0.62270  3.65401
H  -3.93284  1.46120  -2.71396
H  -1.87548  2.71903  -3.35991

***

5.
Entry from OMol25: a structure of composition C8H16INS at a distorted geometry (wB97M-V/def2-TZVPD).

Results
**F_max**: 0.0853 Eh/bohr
**Calculated total energy**: -28978.78125 eV
**Relative energy (zero: lowest compared OMol25 entry of this formula, charge and spin)**: 0.00 kJ/mol
**Orbital gap**: 7.982 eV

Element x y z (Å)
C  1.28442  0.98084  0.48521
C  -0.14790  0.41121  -1.38365
C  0.71378  -0.18126  1.43895
C  -0.92558  -0.67217  -0.54587
C  1.38908  0.43446  -0.92364
C  -0.79312  -0.34869  0.98058
C  2.17214  1.28102  -1.86784
C  -1.60617  -1.50486  1.72589
N  -2.73950  -1.02226  2.42455
S  -4.12135  -1.16553  1.34906
I  -3.24843  -2.14773  4.17890
H  0.57027  1.83520  0.51673
H  2.30798  1.30670  0.83567
H  -0.35761  0.11961  -2.34725
H  -0.48347  1.51160  -1.40397
H  1.33091  -1.08553  1.26677
H  0.75112  0.06258  2.49984
H  -1.96590  -0.64217  -0.94435
H  -0.58722  -1.67696  -0.84467
H  1.80811  -0.52706  -0.70227
H  -1.21551  0.47344  1.45383
H  2.03882  0.99878  -2.86689
H  3.25590  1.11225  -1.67260
H  1.82818  2.34004  -1.68672
H  -2.07117  -2.32499  1.13691
H  -1.01036  -2.07318  2.41938
H  -4.98211  -0.37550  1.90814

***

6.
Entry from OMol25: a structure of composition CH4ClOP at a distorted geometry (wB97M-V/def2-TZVPD).

Results
**F_max**: 0.0773 Eh/bohr
**Calculated total energy**: -24959.05794 eV
**Relative energy (zero: lowest compared OMol25 entry of this formula, charge and spin)**: 273.38 kJ/mol
**Orbital gap**: 9.332 eV

Element x y z (Å)
C  0.68794  0.21614  0.20394
O  1.00263  1.24331  -0.73106
P  -1.16891  -0.97992  -0.43436
Cl  -2.54290  0.26993  0.32480
H  0.07101  0.51742  0.96982
H  1.55927  -0.44941  0.34980
H  1.31117  0.69992  -1.49439
H  -0.92021  -1.51738  0.81146

***

7.
Entry from OMol25: a structure of composition BrClFHN3O at a distorted geometry (wB97M-V/def2-TZVPD).

Results
**F_max**: 0.1086 Eh/bohr
**Calculated total energy**: -91813.27298 eV
**Relative energy (zero: lowest compared OMol25 entry of this formula, charge and spin)**: 378.49 kJ/mol
**Charge**: -1
**Orbital gap (alpha / beta)**: 8.038 / 8.042 eV

Element x y z (Å)
N  0.56301  -1.27561  -0.66135
N  0.84127  -0.38197  0.12861
N  1.99909  0.17412  0.39848
O  -0.35678  -2.00753  -0.66149
F  -2.50003  1.01581  -0.68681
Cl  -0.97020  0.05979  1.49208
Br  2.35299  1.86577  -0.19335
H  -1.92933  0.54961  0.18383